(1)
The ion C21H26ClN4 with charge +1. Source: OMol25; level of theory: ωB97M-V/def2-TZVPD.

SMILES string   CCCn1c(=[N+]2CCN(Cc3ccc(Cl)cc3)CC2)[nH]c2ccccc21
Net charge   +1
Orbital gap   0.346 hartree
Relative energy (zero: lowest compared OMol25 entry of this formula, charge and spin)   0.0 kJ/mol

Element x y z (Å)
C -4.182 -2.014 1.852
C -2.755 -1.652 1.460
C -2.608 -1.616 -0.065
N -1.269 -1.260 -0.487
C -0.826 -0.105 -1.021
N -1.561 1.000 -1.269
C -2.348 1.627 -0.212
C -1.473 2.691 0.507
N -0.103 2.457 0.108
C 0.959 2.920 0.988
C 2.110 1.958 0.840
C 3.274 2.301 0.167
C 4.276 1.367 -0.038
C 4.111 0.074 0.435
Cl 5.339 -1.109 0.158
C 2.961 -0.282 1.126
C 1.969 0.660 1.319
C 0.077 2.836 -1.279
C -0.949 2.026 -2.105
N 0.452 -0.271 -1.422
C 0.870 -1.551 -1.113
C 2.075 -2.202 -1.309
C 2.151 -3.513 -0.873
C 1.061 -4.147 -0.279
C -0.147 -3.500 -0.089
C -0.227 -2.183 -0.513
H -4.276 -2.048 2.933
H -4.453 -2.989 1.456
H -4.887 -1.280 1.470
H -2.062 -2.387 1.871
H -2.491 -0.683 1.889
H -3.318 -0.918 -0.513
H -2.820 -2.610 -0.468
H -3.227 2.085 -0.670
H -2.677 0.877 0.500
H -1.816 3.704 0.246
H -1.560 2.573 1.587
H 1.270 3.949 0.759
H 0.592 2.896 2.016
H 3.410 3.310 -0.195
H 5.180 1.640 -0.559
H 2.852 -1.284 1.509
H 1.071 0.387 1.855
H -0.082 3.915 -1.438
H 1.105 2.608 -1.569
H -1.763 2.668 -2.443
H -0.504 1.565 -2.987
H 1.051 0.457 -1.773
H 2.915 -1.710 -1.769
H 3.073 -4.056 -0.997
H 1.162 -5.172 0.040
H -0.981 -4.008 0.364


(2)
A structure of composition C39H37F9OP2Tc in a non-equilibrium geometry. Source: OMol25; level of theory: ωB97M-V/def2-TZVPD.

Net charge   +2
Orbital gap (alpha / beta)   0.164 / 0.170 hartree
2S+1   4
Relative energy (zero: lowest compared OMol25 entry of this formula, charge and spin)   0.0 kJ/mol

Element x y z (Å)
Tc 1.730 -0.125 1.170
C -3.005 0.030 -3.830
C -3.168 1.107 -3.049
C -4.431 1.519 -2.349
C -5.331 0.368 -1.834
C -4.588 -0.743 -1.144
C -4.089 -1.841 -1.727
C -4.122 -2.183 -3.184
C -4.057 -0.989 -4.168
C 2.007 -0.878 3.113
H -2.044 -0.147 -4.332
H -2.344 1.823 -2.948
H -5.039 2.146 -3.025
H -4.172 2.169 -1.492
H -6.015 0.808 -1.089
H -5.957 -0.014 -2.653
H -4.526 -0.616 -0.057
H -3.686 -2.646 -1.108
H -5.042 -2.756 -3.400
H -3.285 -2.868 -3.407
H -3.800 -1.409 -5.154
H -5.049 -0.529 -4.261
H 2.914 -1.503 3.112
H 1.276 -1.409 3.741
H 2.210 0.068 3.647
P 0.544 1.295 -0.164
P -0.280 -0.931 1.652
C -1.197 0.884 -0.140
C -1.576 -0.087 0.723
C 0.614 3.094 0.006
C -0.387 3.928 -0.511
C -0.256 5.317 -0.439
C 0.869 5.884 0.166
C 1.825 5.051 0.754
C 1.696 3.666 0.694
C 1.143 0.909 -1.871
C 1.311 -0.436 -2.236
C 1.925 -0.758 -3.447
C 2.326 0.248 -4.324
C 2.117 1.587 -3.983
C 1.535 1.919 -2.758
C -1.029 -0.927 3.314
C -0.956 0.239 4.098
C -1.491 0.248 5.385
C -2.129 -0.902 5.871
C -2.184 -2.066 5.101
C -1.626 -2.084 3.823
C -0.246 -2.683 1.077
C 0.882 -3.500 1.266
C 0.835 -4.847 0.894
C -0.326 -5.368 0.312
C -1.417 -4.535 0.040
C -1.370 -3.193 0.415
H -1.898 1.420 -0.783
H -2.628 -0.299 0.947
H -1.266 3.483 -0.969
H -1.033 5.953 -0.866
H 0.992 6.970 0.182
H 2.693 5.482 1.252
H 2.439 3.023 1.168
H 0.980 -1.225 -1.553
H 2.082 -1.807 -3.696
H 2.822 -0.013 -5.260
H 2.430 2.378 -4.664
H 1.391 2.963 -2.484
H -0.459 1.121 3.691
H -1.407 1.144 6.001
H -2.578 -0.885 6.861
H -2.657 -2.970 5.487
H -1.644 -2.990 3.221
H 1.792 -3.079 1.702
H 1.697 -5.490 1.077
H -0.379 -6.423 0.054
H -2.315 -4.922 -0.447
H -2.195 -2.517 0.203
F 4.922 1.248 3.244
C 5.557 0.435 2.364
F 6.867 0.792 2.306
F 5.474 -0.835 2.852
C 4.840 0.532 0.966
O 3.476 0.685 1.176
C 5.324 1.806 0.212
F 6.595 1.711 -0.258
F 4.503 2.072 -0.838
F 5.243 2.869 1.060
C 5.145 -0.701 0.082
F 6.459 -1.031 0.120
F 4.407 -1.764 0.507
F 4.792 -0.469 -1.210


(3)
A cluster of 2 separate species, C4H12 in total in a non-equilibrium geometry. Source: OMol25; level of theory: ωB97M-V/def2-TZVPD.

SMILES string   CC.CC
Net charge   0
Orbital gap   0.466 hartree
Relative energy (zero: lowest compared OMol25 entry of this formula, charge and spin)   29.0 kJ/mol

Element x y z (Å)
C -2.002 2.092 -0.375
C -2.148 0.625 -0.018
H -2.635 2.293 -1.233
H -2.230 2.711 0.484
H -1.019 2.345 -0.702
H -3.179 0.314 0.204
H -1.564 0.194 0.795
H -1.978 -0.011 -0.900
C 1.977 -0.613 0.466
C 2.266 -2.034 -0.044
H 0.909 -0.509 0.655
H 2.402 -0.442 1.464
H 2.373 0.183 -0.161
H 2.288 -2.744 0.768
H 1.421 -2.306 -0.685
H 3.117 -2.098 -0.719


(4)
An isolated molecule of C21H19FN2O5S in a non-equilibrium geometry. Source: OMol25; level of theory: ωB97M-V/def2-TZVPD.

Net charge   0
Orbital gap   0.334 hartree
Relative energy (zero: lowest compared OMol25 entry of this formula, charge and spin)   218.6 kJ/mol

Element x y z (Å)
O 1.238 -0.575 4.984
C 0.029 -0.528 4.804
N -0.517 -0.793 3.591
C 0.374 -1.037 2.475
C -0.064 -0.236 1.256
N -1.420 -0.601 0.885
C -2.065 -0.243 -0.252
O -3.220 -0.585 -0.471
C -1.339 0.542 -1.261
C -1.717 0.748 -2.567
C -0.692 1.504 -3.164
C 0.234 1.734 -2.178
C 1.582 2.311 -2.205
H 1.765 2.918 -3.085
H 1.813 2.852 -1.290
S 2.830 0.871 -2.235
O 2.388 -0.047 -1.190
C 2.174 0.196 -3.791
C 1.311 -0.884 -3.742
C 0.783 -1.397 -4.912
C 1.147 -0.809 -6.111
C 2.022 0.264 -6.176
C 2.541 0.768 -4.997
H 3.228 1.601 -5.016
H 2.283 0.684 -7.134
F 0.638 -1.296 -7.257
H 0.102 -2.233 -4.905
H 1.066 -1.313 -2.782
O -0.158 1.155 -1.031
H -0.643 1.844 -4.179
H -2.614 0.382 -3.022
C -2.164 -1.341 1.883
C -1.930 -0.757 3.271
H -2.497 -1.342 4.001
H -2.301 0.275 3.299
H -1.875 -2.398 1.864
H -3.221 -1.273 1.616
H 0.631 -0.435 0.437
H -0.016 0.834 1.492
H 0.404 -2.106 2.238
H 1.376 -0.731 2.784
C -0.850 -0.186 5.934
C -0.448 -0.031 7.239
C -1.599 0.322 7.972
C -2.617 0.362 7.068
O -2.180 0.059 5.839
H -3.660 0.587 7.173
H -1.661 0.519 9.022
H 0.551 -0.160 7.601


(5)
An isolated molecule of C4H6OS in a non-equilibrium geometry. Source: OMol25; level of theory: ωB97M-V/def2-TZVPD.

SMILES string   O[C@@H]1C[C@H]1C=S
Net charge   0
Orbital gap   0.320 hartree
Relative energy (zero: lowest compared OMol25 entry of this formula, charge and spin)   240.4 kJ/mol

Element x y z (Å)
O 1.574 0.941 -1.005
C 0.647 0.634 -0.039
C 0.623 -0.589 0.854
C -0.319 -0.453 -0.297
C -1.799 -0.182 -0.284
S -2.797 -0.685 -1.377
H 2.198 1.330 -0.410
H 0.169 1.417 0.524
H 0.285 -0.463 1.917
H 1.429 -1.327 0.603
H 0.115 -0.981 -1.145
H -2.125 0.358 0.658


(6)
An isolated molecule of C5H8N2. Source: OMol25; level of theory: ωB97M-V/def2-TZVPD.

SMILES string   Cn1ccc(N)c1
Net charge   0
Orbital gap   0.311 hartree
Relative energy (zero: lowest compared OMol25 entry of this formula, charge and spin)   45.1 kJ/mol

Element x y z (Å)
C -1.006 0.723 -1.971
N -0.466 0.366 -0.680
C -0.785 0.980 0.492
C -0.110 0.358 1.516
C 0.660 -0.688 0.936
N 1.471 -1.595 1.650
C 0.417 -0.665 -0.419
H -1.102 1.811 -2.033
H -0.323 0.395 -2.758
H -1.990 0.273 -2.148
H -1.463 1.823 0.505
H -0.156 0.619 2.566
H 1.843 -1.171 2.491
H 2.246 -1.937 1.094
H 0.794 -1.294 -1.215


(7)
A structure of composition C12H17N2O in a non-equilibrium geometry. Source: OMol25; level of theory: ωB97M-V/def2-TZVPD.

Net charge   +1
Orbital gap   0.318 hartree
Relative energy (zero: lowest compared OMol25 entry of this formula, charge and spin)   360.9 kJ/mol

Element x y z (Å)
C 0.822 3.437 -1.983
C 1.371 2.252 -2.309
C -0.055 3.529 -0.946
C 1.153 1.031 -1.653
C -0.292 2.341 -0.153
C 0.240 1.028 -0.619
C -1.089 2.253 1.026
C -1.602 1.077 1.505
C -1.079 -0.055 0.881
C -2.827 -2.336 0.594
C 2.651 -1.648 0.350
C -1.713 -1.814 1.514
N -0.178 -0.143 -0.029
N 1.590 -2.013 -0.450
O -0.547 -2.469 1.461
H 1.041 4.383 -2.628
H 2.039 2.243 -3.253
H -0.383 4.459 -0.494
H 1.474 0.213 -2.226
H -1.247 3.245 1.553
H -2.383 1.075 2.216
H -2.686 -3.371 0.413
H -2.807 -1.905 -0.437
H -3.815 -2.112 1.032
H 3.697 -1.937 0.012
H 2.687 -0.599 0.430
H 2.411 -1.975 1.469
H -2.017 -1.551 2.430
H 0.524 -0.919 -0.239
H 1.359 -3.057 -0.332
H 1.825 -2.020 -1.449
H -0.163 -2.641 2.315


(8)
A cluster of 2 separate species, C5H16NO in total in a non-equilibrium geometry. Source: OMol25; level of theory: ωB97M-V/def2-TZVPD.

Net charge   +1
Orbital gap   0.429 hartree
Relative energy (zero: lowest compared OMol25 entry of this formula, charge and spin)   174.1 kJ/mol

Element x y z (Å)
C -1.118 1.596 -1.014
C -0.047 0.723 -0.329
C -0.713 0.007 0.790
C 0.250 -0.927 1.591
C 1.371 -1.662 0.839
N 0.837 1.770 0.404
H -0.739 2.229 -1.779
H -1.789 0.851 -1.553
H -1.780 2.051 -0.267
H 0.519 0.232 -1.149
H -1.516 -0.672 0.454
H -1.138 0.741 1.476
H -0.300 -1.769 1.894
H 0.699 -0.422 2.463
H 1.470 -2.647 1.282
H 2.212 -0.953 0.988
H 1.273 -1.742 -0.240
H 1.129 2.339 -0.364
H 0.267 2.073 1.136
H 1.669 1.517 0.901
H -0.769 -1.389 -3.184
H -0.649 -2.363 -2.078
O -1.139 -1.583 -2.261


(9)
A structure of composition C5H8O2. Source: OMol25; level of theory: ωB97M-V/def2-TZVPD.

Net charge   0
Orbital gap   0.378 hartree
Relative energy (zero: lowest compared OMol25 entry of this formula, charge and spin)   300.3 kJ/mol

Element x y z (Å)
C 1.423 -0.019 1.097
C 0.234 -0.119 0.177
C -0.946 0.633 0.709
O -1.865 0.065 -0.242
C -0.890 -0.950 -0.524
C 0.188 -0.322 -1.316
O -0.039 0.642 -2.287
H 1.333 -0.611 2.012
H 2.395 -0.189 0.624
H 1.370 1.038 1.410
H -0.838 1.721 0.801
H -1.203 0.216 1.692
H -1.251 -1.973 -0.463
H 0.938 -1.036 -1.656
H -0.863 1.081 -2.029


(10)
The ion C6H5ClN5 with charge +1 in a non-equilibrium geometry. Source: OMol25; level of theory: ωB97M-V/def2-TZVPD.

Net charge   +1
Orbital gap (alpha / beta)   0.302 / 0.258 hartree
Relative energy (zero: lowest compared OMol25 entry of this formula, charge and spin)   0.0 kJ/mol

Element x y z (Å)
C 0.884 1.883 -1.270
C 2.017 -0.566 -0.487
C -1.147 0.937 -0.788
C -0.971 -0.526 1.016
C 0.166 0.592 -1.408
C 0.148 -0.205 1.710
N 1.580 2.726 -0.946
N 3.079 -0.867 -0.166
N -1.563 0.426 0.276
N 0.751 -0.489 -0.678
N -1.573 -1.742 1.027
Cl 0.525 1.412 2.047
H -1.581 1.752 -1.294
H 0.094 0.088 -2.467
H 0.927 -0.926 1.824
H -1.151 -2.604 1.336
H -2.184 -1.891 0.267


(11)
The ion C21H17FNO7S3 with charge -1 in a non-equilibrium geometry. Source: OMol25; level of theory: ωB97M-V/def2-TZVPD.

SMILES string   Cc1ccc([S@@](=O)([O-])=NC(=O)C(F)(S(=O)(=O)c2ccccc2)S(=O)(=O)c2ccccc2)cc1
Net charge   -1
Orbital gap   0.291 hartree

Element x y z (Å)
C 5.062 2.025 -4.694
C 3.669 1.511 -4.493
C 2.572 2.376 -4.559
C 1.298 1.929 -4.166
C 1.090 0.622 -3.713
S -0.538 0.064 -3.141
O -1.375 1.274 -3.036
O -0.852 -1.096 -3.958
N -0.588 -0.613 -1.362
C -1.729 -0.507 -0.797
O -2.918 -0.219 -0.733
C -1.234 -0.917 0.869
F 0.008 -0.658 1.372
S -1.385 -2.732 0.930
O -2.776 -3.064 0.819
O -0.400 -3.176 -0.029
C -0.799 -3.248 2.569
C -1.731 -3.547 3.561
C -1.301 -3.897 4.837
C 0.070 -3.910 5.114
C 1.010 -3.586 4.125
C 0.566 -3.269 2.847
S -2.394 -0.230 2.119
O -3.766 -0.594 1.823
O -1.771 -0.477 3.403
C -2.120 1.535 1.921
C -1.020 2.129 2.530
C -0.731 3.458 2.244
C -1.551 4.169 1.365
C -2.714 3.591 0.850
C -3.028 2.274 1.174
C 2.156 -0.277 -3.855
C 3.437 0.156 -4.225
H 5.780 1.204 -4.595
H 5.170 2.476 -5.689
H 5.321 2.795 -3.953
H 2.724 3.413 -4.895
H 0.446 2.604 -4.185
H -2.788 -3.484 3.339
H -2.036 -4.129 5.616
H 0.416 -4.146 6.123
H 2.080 -3.558 4.356
H 1.280 -3.008 2.077
H -0.392 1.560 3.204
H 0.141 3.921 2.707
H -1.285 5.190 1.084
H -3.381 4.138 0.186
H -3.937 1.798 0.832
H 1.970 -1.323 -3.633
H 4.278 -0.548 -4.283


(12)
A structure of composition C4H5NOS in a non-equilibrium geometry. Source: OMol25; level of theory: ωB97M-V/def2-TZVPD.

Net charge   0
Orbital gap   0.345 hartree
Relative energy (zero: lowest compared OMol25 entry of this formula, charge and spin)   155.9 kJ/mol

Element x y z (Å)
C 0.212 -0.302 0.129
C 2.039 -0.913 0.078
C 1.448 1.655 -0.050
C -0.908 -1.233 -0.059
N 0.268 0.931 0.208
O 2.328 -2.057 -0.074
S 2.986 0.515 -0.076
H 1.444 2.138 -1.024
H 1.725 2.413 0.707
H -1.381 -1.687 0.871
H -0.714 -2.034 -0.754
H -1.827 -0.647 -0.490


(13)
A structure of composition C16H24CsN6O2SSi in a non-equilibrium geometry. Source: OMol25; level of theory: ωB97M-V/def2-TZVPD.

Net charge   -1
Orbital gap   0.244 hartree
Relative energy (zero: lowest compared OMol25 entry of this formula, charge and spin)   131.3 kJ/mol

Element x y z (Å)
Cs -0.011 0.736 0.647
O 2.722 0.172 1.816
C 2.419 -0.605 0.892
O 1.392 -1.337 0.815
C 3.329 -0.560 -0.328
C 4.711 -0.535 -0.154
C 5.519 -0.429 -1.268
C 4.927 -0.311 -2.520
C 3.546 -0.325 -2.596
N 2.746 -0.470 -1.529
H 5.117 -0.586 0.852
H 6.599 -0.420 -1.167
H 5.521 -0.206 -3.419
H 3.051 -0.230 -3.557
N -2.506 -2.891 0.777
N -1.143 -3.002 0.495
C -0.673 -3.457 -0.697
N 0.649 -3.245 -0.865
S -1.650 -4.203 -1.860
H -2.899 -3.794 0.570
H -2.904 -2.278 0.087
H -0.555 -2.442 1.078
H 1.110 -2.506 -0.323
H 0.975 -3.421 -1.795
C 2.226 4.126 0.720
C 0.771 4.416 0.426
C 0.313 5.715 0.304
C -1.053 5.888 0.030
C -1.879 4.804 -0.112
C -1.354 3.458 0.006
N -0.012 3.333 0.287
N -2.062 2.325 -0.127
Si -3.679 2.175 -0.588
C -4.071 0.345 -0.681
C -4.085 2.898 -2.266
C -4.920 2.889 0.622
H 2.796 5.042 0.875
H 2.677 3.572 -0.108
H 2.324 3.495 1.606
H 0.983 6.558 0.421
H -1.462 6.891 -0.067
H -2.940 4.943 -0.318
H -3.331 -0.192 -1.297
H -5.069 0.173 -1.125
H -4.075 -0.095 0.331
H -3.492 2.389 -3.043
H -3.849 3.972 -2.318
H -5.151 2.767 -2.504
H -4.785 2.421 1.610
H -5.952 2.696 0.287
H -4.799 3.977 0.749


(14)
A cluster of 2 separate species, C10H16O in total in a non-equilibrium geometry. Source: OMol25; level of theory: ωB97M-V/def2-TZVPD.

SMILES string   Cc1ccc(O)cc1.CCC
Net charge   0
Orbital gap   0.339 hartree
Relative energy (zero: lowest compared OMol25 entry of this formula, charge and spin)   112.9 kJ/mol

Element x y z (Å)
C 2.079 -3.570 0.661
C 1.519 -2.223 1.014
C 0.356 -1.753 0.384
C -0.183 -0.526 0.670
C 0.465 0.292 1.602
O -0.081 1.524 1.822
C 1.623 -0.126 2.229
C 2.171 -1.374 1.942
H 1.293 -4.318 0.756
H 2.838 -3.833 1.387
H 2.491 -3.659 -0.337
H -0.131 -2.339 -0.322
H -1.134 -0.298 0.289
H -1.028 1.557 1.576
H 2.070 0.539 3.003
H 2.993 -1.710 2.438
C -2.669 1.520 -2.251
C -1.741 2.073 -1.157
C -0.332 2.381 -1.657
H -2.765 2.263 -3.027
H -3.638 1.331 -1.793
H -2.324 0.593 -2.680
H -2.195 3.014 -0.875
H -1.779 1.381 -0.290
H 0.219 1.383 -1.910
H -0.389 2.975 -2.539
H 0.272 2.904 -0.934


(15)
An isolated molecule of C4H6N2O2 in a non-equilibrium geometry. Source: OMol25; level of theory: ωB97M-V/def2-TZVPD.

SMILES string   N[C@H]1[C@H]2OC=NO[C@@H]12
Net charge   0
Orbital gap   0.357 hartree
Relative energy (zero: lowest compared OMol25 entry of this formula, charge and spin)   472.5 kJ/mol

Element x y z (Å)
N 1.583 -0.260 -1.167
C 1.175 -0.122 0.250
C -0.033 0.670 0.751
O -0.873 1.248 -0.189
C -1.901 0.451 -0.438
N -2.057 -0.827 -0.469
O -0.852 -1.438 -0.098
C -0.046 -0.791 0.700
H 2.548 0.064 -1.266
H 1.030 0.373 -1.720
H 1.979 -0.121 1.000
H 0.209 1.154 1.726
H -2.782 0.920 -0.767
H 0.020 -1.320 1.687


(16)
A cluster of 2 separate species, C3H8N2O in total in a non-equilibrium geometry. Source: OMol25; level of theory: ωB97M-V/def2-TZVPD.

Net charge   0
Orbital gap (alpha / beta)   0.272 / 0.271 hartree
Relative energy (zero: lowest compared OMol25 entry of this formula, charge and spin)   648.8 kJ/mol

Element x y z (Å)
C -0.118 -0.129 0.508
C 1.075 0.231 -0.179
C -1.382 -0.466 -0.207
N 0.306 1.830 0.023
N 0.953 -2.032 0.599
O 0.580 -2.780 -0.241
H -0.170 0.005 1.584
H 0.087 2.356 -0.819
H 0.626 2.408 0.797
H 1.127 0.028 -1.241
H 2.008 0.283 0.370
H -1.538 -1.551 -0.136
H -1.327 -0.255 -1.275
H -2.228 0.071 0.218